1.
ORCA calculation (the ωB97M-V functional and the def2-TZVPD basis) on a cluster of 3 separate species, H7NO2 in total.

Its SMILES is N.O.O. Its HOMO-LUMO gap is 9.92 eV. The calculation puts the highest occupied orbital energy at -9.289 eV. Its total energy is -209.41195 a.u. The energy above the lowest of the compared OMol25 structures with the same formula, charge and spin comes out at 16.3 kcal/mol. The calculation puts the molecular weight at 53.1 u.

Geometry as XYZ:
```
10
Properties=species:S:1:pos:R:3:forces:R:3:lowdin_charge:R:1
N 0.0910 0.1425 1.5220 0.5660 0.2123 0.7451 0.015
H -0.7936 -0.1290 1.9189 -0.0940 -0.1013 -0.1884 0.003
H 0.8091 -0.4971 1.8362 -0.1846 -0.0730 -0.1881 0.004
H 0.0638 0.2388 0.5195 -0.1525 -0.1974 0.3449 -0.056
O -0.9710 1.6133 -0.6406 -0.7532 -0.2795 -0.1209 -0.077
H -0.7604 0.8838 -1.2371 0.0249 0.0446 -0.1465 0.018
H -1.7900 1.3116 -0.2033 0.5478 0.3445 -0.2466 0.054
O 0.8133 -1.0627 -1.2106 -1.0803 0.8253 0.0878 -0.053
H 0.9510 -1.9258 -1.5967 0.8299 0.0573 0.0875 0.041
H 1.5868 -0.5753 -0.9084 0.2959 -0.8328 -0.3749 0.050
```
Forces are in eV/Å.

=====

2.
ORCA calculation (the ωB97M-V functional and the def2-TZVPD basis) on a structure of composition C42H52N3O5S3W.

Its HOMO-LUMO gap is 6.32 eV. The calculation puts the highest occupied orbital energy at -10.804 eV. As for the charge: +1. Its total energy is -3433.55964 a.u. The energy above the lowest of the compared OMol25 structures with the same formula, charge and spin comes out at 19.8 kcal/mol. The calculation puts the molecular weight at 958.9 u.

Geometry as XYZ:
```
106
Properties=species:S:1:pos:R:3:forces:R:3:lowdin_charge:R:1
W 0.5045 0.2202 0.4556 -1.3623 -0.5843 1.1088 1.757
C 1.4861 2.9539 3.9089 -0.0186 0.0150 -0.0400 0.013
C 1.6801 1.9853 2.7803 0.2249 0.0563 0.1345 -0.178
N 0.6519 1.7255 2.0122 -0.0784 -0.0796 0.1396 -0.089
N -0.4836 2.4720 2.3498 0.0924 -0.0272 -0.3077 -0.029
C -1.3247 2.5778 1.3931 -0.2250 0.1766 0.1937 -1.001
S -1.0934 1.8616 -0.1819 0.2063 0.1464 -0.1549 0.763
S -2.7916 3.5190 1.5214 0.1075 -0.1099 -0.0311 0.956
C -3.0759 3.5750 3.3204 -0.0613 0.1179 0.0602 -0.387
C -3.6965 2.3067 3.8328 -0.0600 0.0354 -0.0480 -0.306
C -5.0677 2.1106 3.6833 -0.0094 -0.0571 -0.0346 -0.056
C -5.6599 0.9269 4.0919 0.0455 0.0145 0.0029 -0.075
C -4.8837 -0.0750 4.6611 0.0112 0.0230 -0.0086 -0.075
C -3.5207 0.1192 4.8274 -0.0394 -0.0179 -0.0416 -0.070
C -2.9304 1.3058 4.4157 0.0651 0.0111 -0.0245 -0.054
C 3.0094 1.4384 2.5246 -0.0991 0.0741 0.0982 -0.082
C 4.0777 1.5850 3.4310 -0.0175 -0.0466 -0.0478 0.004
C 5.3451 1.1487 3.1170 -0.0731 -0.0014 -0.0539 -0.045
C 5.5995 0.5646 1.8751 -0.0219 -0.0067 -0.0230 -0.024
C 4.5786 0.3873 0.9649 0.0441 0.1392 0.2419 0.019
C 3.3031 0.8129 1.3119 -0.3001 -0.4410 -0.2457 -0.248
O 2.3027 0.5927 0.4376 0.6700 0.9832 -0.2751 -0.246
H 0.7237 2.5756 4.5906 0.0060 -0.0117 -0.0243 0.101
H 1.1081 3.8982 3.5170 0.0226 -0.0278 0.0055 0.102
H 2.4008 3.1428 4.4509 0.0395 0.0014 0.0209 0.069
H -3.7693 4.4127 3.4154 0.0449 -0.0110 0.0745 0.083
H -2.1494 3.8411 3.8234 0.0322 -0.0475 -0.0324 0.082
H -5.6754 2.8901 3.2386 -0.0116 0.0257 -0.0067 0.116
H -6.7255 0.7882 3.9728 -0.0329 -0.0076 0.0005 0.107
H -5.3425 -0.9998 4.9816 -0.0109 -0.0319 0.0117 0.107
H -2.9132 -0.6579 5.2695 0.0295 -0.0296 0.0283 0.111
H -1.8642 1.4483 4.5317 0.0320 0.0078 0.0034 0.103
H 3.9157 2.0190 4.4037 -0.0339 0.0282 0.0308 0.111
H 6.1411 1.2608 3.8381 0.0254 -0.0038 0.0086 0.116
H 6.5971 0.2301 1.6256 0.0265 0.0033 0.0218 0.120
H 4.7344 -0.0864 0.0096 -0.0095 0.0028 -0.0238 0.098
C 0.7101 0.5223 -1.7509 0.1529 0.2328 -0.2203 -0.301
C 0.7933 -0.9288 -1.9803 -0.0290 -0.2031 -0.1499 -0.174
C 2.1627 -1.2291 -2.1413 0.0105 0.1691 -0.0283 -0.071
C 2.8925 0.0190 -2.1976 -0.0294 -0.1865 0.0156 -0.010
C 2.0768 1.0798 -2.0306 -0.1474 -0.0539 -0.0334 -0.167
C 2.4404 2.5317 -2.2076 -0.0518 -0.0220 -0.0708 -0.536
C 1.8856 2.9458 -3.5867 -0.0023 0.0824 0.0526 -0.021
C 3.9578 2.7172 -2.2117 0.0429 0.0034 0.0449 -0.035
C 1.8320 3.4514 -1.1469 -0.0222 0.0090 0.1742 -0.046
C 3.0040 -2.4944 -2.3055 -0.0048 0.0948 -0.1029 -0.506
C 3.8425 -2.3670 -3.5959 -0.0429 -0.0982 0.0076 -0.028
C 2.3011 -3.8456 -2.4001 -0.0619 -0.0010 0.0762 -0.048
C 3.9609 -2.5381 -1.0929 0.0255 0.0216 0.0736 -0.017
C -0.4338 -1.5939 -2.6883 0.2110 0.0349 -0.0089 -0.482
C -0.0208 -1.6080 -4.1761 -0.0875 -0.0334 0.0037 -0.018
C -1.6877 -0.7073 -2.6030 -0.1053 0.0446 0.1127 -0.060
C -0.8918 -3.0039 -2.2960 -0.0237 0.0173 -0.0062 -0.041
H -0.1051 1.0804 -2.1963 0.1048 -0.1503 -0.1289 0.050
H 3.9561 0.0807 -2.3441 0.0974 0.0138 0.0080 0.112
H 2.3313 2.3543 -4.3853 0.0355 -0.0441 -0.0154 0.094
H 2.1092 3.9978 -3.7721 0.0084 0.0095 0.0020 0.095
H 0.8031 2.8219 -3.6315 -0.0420 0.0029 0.0052 0.085
H 4.4408 2.1494 -3.0058 -0.0143 -0.0439 -0.0519 0.088
H 4.4005 2.4208 -1.2583 -0.0121 -0.0037 0.0259 0.084
H 4.1917 3.7687 -2.3777 0.0119 0.0246 0.0039 0.094
H 0.7460 3.4955 -1.2192 0.0547 0.0007 -0.0230 0.045
H 2.2168 4.4610 -1.2937 -0.0119 0.0301 -0.0086 0.095
H 2.0945 3.1433 -0.1279 0.0162 0.0203 -0.1351 0.074
H 3.2053 -2.3834 -4.4807 -0.0258 0.0013 -0.0158 0.089
H 4.5211 -3.2186 -3.6562 0.0073 -0.0167 -0.0135 0.097
H 4.4447 -1.4646 -3.6333 0.0301 0.0680 0.0348 0.077
H 1.6269 -3.9010 -3.2494 -0.0263 -0.0098 -0.0522 0.072
H 1.7623 -4.1226 -1.4948 0.0109 0.0121 -0.0029 0.077
H 3.0684 -4.6055 -2.5499 -0.0031 -0.0210 0.0107 0.096
H 4.8063 -1.8643 -1.2354 -0.0065 0.0358 0.0125 0.079
H 4.3607 -3.5451 -0.9762 0.0531 -0.0115 -0.0229 0.099
H 3.4664 -2.2718 -0.1537 -0.0235 -0.0705 -0.0631 0.082
H 0.2797 -0.6133 -4.5104 0.0018 0.0424 0.0225 0.099
H -0.8659 -1.9285 -4.7886 -0.0069 0.0009 -0.0164 0.097
H 0.8097 -2.2852 -4.3652 0.0377 -0.0603 0.0178 0.070
H -1.5945 0.1975 -3.2039 -0.0065 0.0234 -0.0017 0.088
H -1.9566 -0.4243 -1.5827 0.0467 -0.0833 -0.1034 0.037
H -2.5322 -1.2679 -3.0054 -0.0103 0.0183 -0.0331 0.095
H -0.1182 -3.7560 -2.3380 0.0852 -0.0402 0.0157 0.053
H -1.6677 -3.3038 -3.0022 0.0073 -0.0243 -0.0262 0.097
H -1.3398 -3.0173 -1.3085 -0.0452 0.0070 0.0074 0.048
C -6.9575 -1.1375 -1.4566 -0.0234 0.0097 0.0220 -0.035
C -5.6672 -1.1871 -0.6903 -0.0330 -0.0642 -0.0464 -0.246
C -5.1795 -0.0631 -0.0394 0.0696 0.0600 0.0703 -0.007
C -3.9729 -0.0974 0.6477 -0.0590 -0.0663 -0.0669 -0.048
C -3.2606 -1.2849 0.6744 -0.1565 0.1802 -0.0775 -0.298
C -3.7396 -2.4404 0.0579 -0.0610 0.0976 0.0569 -0.048
C -4.9357 -2.3784 -0.6226 -0.0157 0.0345 0.0058 -0.016
S -1.7356 -1.3539 1.4962 0.0670 -0.9039 -0.0547 0.653
O -1.3735 -0.0126 1.9587 0.3837 0.6246 -0.0429 -0.398
O -1.7465 -2.4362 2.4267 0.0114 0.1215 0.0039 -0.208
N -0.5746 -1.5449 0.3573 0.1047 0.1338 -0.0735 -0.309
C 0.3004 -2.6883 0.6176 -0.0969 -0.3174 -0.1487 -0.154
C 1.2694 -2.2981 1.7232 0.1467 0.4239 0.2373 -0.558
O 1.9824 -3.0563 2.3091 -0.0107 -0.0675 -0.0611 0.143
O 1.2440 -0.9694 1.9252 0.1824 -0.4903 -0.0838 -0.173
H -7.5055 -0.2202 -1.2510 -0.0004 0.0116 0.0000 0.080
H -7.5974 -1.9824 -1.2038 0.0037 -0.0212 0.0104 0.088
H -6.7689 -1.1826 -2.5300 0.0195 -0.0042 -0.0212 0.091
H -5.7509 0.8554 -0.0618 -0.0018 0.0397 0.0099 0.122
H -3.6065 0.7763 1.1678 -0.0075 0.0254 0.0070 0.072
H -3.1977 -3.3724 0.1257 0.0732 -0.0503 0.0128 0.121
H -5.3214 -3.2677 -1.1029 -0.0155 -0.0331 -0.0239 0.125
H 0.8690 -2.9033 -0.2871 -0.0699 0.0135 0.1416 0.087
H -0.2524 -3.5810 0.9134 0.0195 0.0801 -0.0324 0.140
```
Forces are in eV/Å.

=====

3.
ORCA calculation (the ωB97M-V functional and the def2-TZVPD basis) on an isolated molecule of C6H9NO.

Its SMILES is CC1=CO[C@@H]2[C@H](N)[C@H]12. Its HOMO-LUMO gap is 9.04 eV. The calculation puts the highest occupied orbital energy at -8.120 eV. Its total energy is -363.92901 a.u. The energy above the lowest of the compared OMol25 structures with the same formula, charge and spin comes out at 59.8 kcal/mol. The calculation puts the molecular weight at 111.1 u.

Geometry as XYZ:
```
17
Properties=species:S:1:pos:R:3:forces:R:3:lowdin_charge:R:1
C 1.4502 -0.8335 1.9200 1.1496 0.9972 -3.3179 -0.044
C 0.3211 -0.4945 0.9921 -2.3668 0.5244 -0.9423 -0.253
C -0.5964 -1.2507 0.3090 2.3046 -1.1272 0.9185 -0.125
O -1.4992 -0.5957 -0.4409 0.0597 1.4337 -0.8854 -0.056
C -1.1774 0.8299 -0.4298 1.4683 -1.4983 1.0863 -0.116
C 0.2150 1.2100 -0.9228 -1.8574 0.3793 0.8121 -0.318
N 0.8041 0.4061 -1.8995 -0.4012 -2.5913 -0.7504 0.050
C 0.0240 0.9087 0.5693 0.1649 0.8318 0.2759 -0.119
H 1.3698 -1.8552 2.0410 -0.0052 -2.2583 1.0685 0.037
H 1.4961 -0.2713 2.8514 0.1410 0.0182 -0.2726 0.081
H 2.3870 -0.7621 1.2090 -1.1683 0.4058 1.9352 0.122
H -0.5882 -2.3539 0.1212 -0.2087 1.0820 0.5997 0.145
H -2.0873 1.3649 -0.5776 -0.1782 0.6692 0.2379 0.135
H 0.3056 2.2681 -1.0984 -0.0789 0.3469 -0.0485 0.129
H 1.6704 -0.0008 -1.5613 0.0985 0.0152 -0.1469 0.077
H 0.1581 -0.4253 -2.0714 1.2554 1.4225 0.1080 0.110
H 0.2336 1.7390 1.2826 -0.3776 -0.6510 -0.6779 0.145
```
Forces are in eV/Å.

=====

4.
ORCA calculation (the ωB97M-V functional and the def2-TZVPD basis) on a structure of composition C34H45O2ReSe2.

Its HOMO-LUMO gap (spin up / spin down) is 6.51 / 6.39 eV. The calculation puts the highest occupied orbital energy (spin up / spin down) at -11.206 / -11.219 eV. As for the spin multiplicity: 2. As for the charge: +1. Its total energy is -6353.95664 a.u. The energy above the lowest of the compared OMol25 structures with the same formula, charge and spin comes out at 4.5 kcal/mol. The calculation puts the molecular weight at 829.9 u.

Geometry as XYZ:
```
84
Properties=species:S:1:pos:R:3:forces:R:3:lowdin_charge:R:1
Re -1.9692 -0.3253 -0.2167 -0.3703 -0.6019 -0.1146 1.226
C 4.4687 -0.7173 3.6819 0.0126 0.0021 -0.0100 -0.036
C 3.2577 -1.3275 4.4015 -0.0030 0.0348 -0.0093 -0.556
C 3.3977 -2.8562 4.4341 0.0115 -0.0099 0.0106 -0.039
C 3.2340 -0.8140 5.8408 0.0133 0.0150 0.0181 -0.058
C 1.9898 -0.9550 3.6359 0.0172 -0.0410 -0.0686 -0.136
C 1.8100 -1.4387 2.3385 -0.0062 0.1741 -0.0113 -0.042
C 0.6597 -1.1152 1.6446 0.0533 -0.0053 0.2936 -0.412
Se 0.1862 -1.9878 0.0269 -0.0842 -0.3628 0.0059 1.225
C 0.7092 -0.8929 -1.4730 0.2662 -0.1764 -0.1547 -0.409
C 2.0208 -0.6009 -1.7885 -0.0639 0.0199 -0.0833 -0.033
C 2.3196 -0.1018 -3.0563 0.0068 0.0081 0.0875 -0.137
C 1.2822 0.0007 -3.9821 -0.0038 -0.0440 -0.0189 0.065
C -0.0548 -0.3017 -3.7108 0.1072 0.1084 0.0730 -0.077
C -0.3081 -0.7068 -2.4068 -0.0671 -0.0764 0.1353 -0.326
O -1.6083 -0.8968 -1.9345 0.1173 0.6534 0.1108 -0.371
C -1.1601 -0.1765 -4.7570 -0.0040 0.0347 0.0127 -0.531
C -1.8636 -1.5321 -4.9192 -0.0105 -0.0138 -0.0046 -0.028
C -2.1701 0.8966 -4.3236 -0.0224 0.0192 -0.0130 -0.035
C -0.5953 0.2270 -6.1198 0.0042 0.0145 -0.0280 -0.057
C 3.7587 0.2913 -3.3856 -0.0212 -0.0194 -0.0176 -0.556
C 3.9150 0.7477 -4.8357 0.0089 0.0141 -0.0230 -0.058
C 4.6864 -0.9083 -3.1511 0.0229 -0.0174 -0.0050 -0.039
C 4.1714 1.4457 -2.4617 0.0122 0.0095 0.0132 -0.037
C -0.3262 -0.3415 2.2510 -0.2354 0.0484 -0.1666 -0.292
O -1.4754 -0.1182 1.5202 0.2592 0.4018 -0.0857 -0.372
C -0.1970 0.1851 3.5304 0.2341 -0.0435 -0.0344 -0.071
C 0.9909 -0.1549 4.1843 -0.0409 0.0153 0.0185 0.065
C -1.2673 1.0647 4.1725 -0.0188 0.0086 -0.0072 -0.529
C -0.8377 1.5411 5.5612 -0.0121 -0.0086 0.0409 -0.058
C -1.5084 2.3113 3.3075 -0.0063 0.0163 -0.0149 -0.027
C -2.5706 0.2655 4.3257 -0.0308 -0.0044 0.0047 -0.027
H 5.3880 -0.9947 4.1993 0.0080 -0.0033 0.0064 0.092
H 4.4058 0.3719 3.6607 -0.0119 0.0074 0.0070 0.093
H 4.5463 -1.0718 2.6528 0.0005 -0.0109 -0.0064 0.079
H 4.2638 -3.1329 5.0364 0.0133 -0.0030 -0.0075 0.092
H 3.5439 -3.2762 3.4385 -0.0081 -0.0023 -0.0106 0.079
H 2.5158 -3.3241 4.8743 -0.0071 0.0095 0.0159 0.095
H 4.1567 -1.1080 6.3410 0.0040 -0.0093 0.0018 0.092
H 2.4023 -1.2339 6.4097 -0.0112 -0.0073 -0.0066 0.094
H 3.1728 0.2746 5.8871 0.0088 0.0089 -0.0079 0.089
H 2.5621 -2.0578 1.8687 -0.0200 -0.0583 0.0163 0.112
H 2.7999 -0.7752 -1.0584 0.0146 0.0048 0.0004 0.115
H 1.5234 0.3365 -4.9773 -0.0014 0.0115 -0.0056 0.092
H -2.3243 -1.8721 -3.9931 -0.0028 0.0081 0.0091 0.076
H -1.1605 -2.2963 -5.2546 0.0080 0.0025 -0.0036 0.097
H -2.6502 -1.4456 -5.6700 -0.0052 -0.0017 -0.0076 0.093
H -2.7097 0.6166 -3.4203 0.0071 -0.0101 0.0008 0.040
H -2.9038 1.0448 -5.1174 -0.0108 -0.0035 -0.0019 0.095
H -1.6729 1.8517 -4.1439 0.0104 0.0035 -0.0086 0.097
H 0.1374 -0.4920 -6.4899 -0.0004 -0.0140 0.0066 0.094
H -0.1340 1.2158 -6.0982 -0.0003 0.0076 0.0127 0.093
H -1.4117 0.2637 -6.8412 -0.0054 0.0010 0.0012 0.093
H 3.6580 -0.0429 -5.5430 -0.0059 -0.0136 0.0047 0.093
H 4.9545 1.0224 -5.0160 0.0060 -0.0023 0.0080 0.092
H 3.3032 1.6243 -5.0559 -0.0034 0.0084 0.0067 0.091
H 4.3960 -1.7584 -3.7704 -0.0119 0.0026 -0.0111 0.095
H 4.6838 -1.2309 -2.1094 -0.0039 -0.0033 0.0110 0.076
H 5.7116 -0.6380 -3.4068 0.0077 0.0080 0.0012 0.091
H 3.5293 2.3157 -2.6087 -0.0104 0.0012 -0.0112 0.094
H 5.1996 1.7424 -2.6734 0.0094 0.0008 -0.0013 0.091
H 4.1164 1.1594 -1.4103 0.0009 -0.0077 0.0101 0.080
H 1.1343 0.2226 5.1834 -0.0001 -0.0144 0.0059 0.092
H 0.0875 2.1182 5.5284 0.0074 0.0130 -0.0116 0.093
H -0.7087 0.7139 6.2612 -0.0027 -0.0180 -0.0086 0.094
H -1.6149 2.1904 5.9639 -0.0066 0.0035 0.0030 0.093
H -0.6020 2.9147 3.2344 0.0148 -0.0026 0.0021 0.098
H -2.2838 2.9243 3.7690 0.0000 0.0167 0.0066 0.095
H -1.8398 2.0652 2.2996 -0.0187 -0.0112 0.0083 0.044
H -2.3975 -0.6650 4.8687 0.0086 -0.0004 0.0130 0.097
H -3.0219 0.0254 3.3640 0.0105 -0.0113 -0.0061 0.074
H -3.2932 0.8539 4.8926 -0.0091 0.0133 -0.0092 0.093
Se -3.2519 1.6210 -0.5545 -0.1413 -0.1170 -0.0484 0.770
C -5.0898 1.0495 -0.5840 0.0407 0.1105 0.0620 -0.600
C -6.0418 2.0302 -0.8317 -0.0186 -0.0306 -0.0035 -0.133
C -7.3861 1.6880 -0.8648 0.0029 -0.0207 0.0021 -0.068
C -7.7774 0.3744 -0.6528 0.0012 0.0034 -0.0064 -0.070
C -6.8224 -0.6028 -0.4062 -0.0143 0.0056 -0.0073 -0.073
C -5.4786 -0.2666 -0.3701 -0.0014 -0.0643 0.0026 -0.140
H -5.7406 3.0565 -0.9993 0.0152 0.0007 0.0056 0.100
H -8.1267 2.4527 -1.0557 -0.0096 -0.0003 -0.0051 0.112
H -8.8257 0.1102 -0.6808 -0.0032 -0.0025 0.0067 0.110
H -7.1226 -1.6283 -0.2389 -0.0078 -0.0084 -0.0029 0.111
H -4.7458 -1.0447 -0.1710 0.0072 0.0267 0.0074 0.074
```
Forces are in eV/Å.

=====

Which formula does entry 2 have? C42H52N3O5S3W

=====

molecular weight of number 1 (H7NO2)? 53.1 u

=====

Among the records above, which one has the highest molecular weight? C42H52N3O5S3W